12
Properties=species:S:1:pos:R:3:lowdin_charge:R:1 method="wB97M-V/def2-TZVPD" de_lowest_kj_mol=364.50 gap_ev=10.7 charge=0 homo_ev=-9.9
C 2.23276 -0.18876 0.15219 -0.20
C 0.91186 0.15027 0.49712 -0.32
C -0.20371 -0.09050 -0.41552 -0.34
C -1.62930 -0.46225 -0.02499 -0.10
N 3.31923 -0.43203 -0.11375 0.16
N 0.40095 1.23718 -0.32229 0.07
H 0.83395 0.19514 1.54065 0.13
H 0.02336 -0.80134 -1.76584 0.24
H -1.62391 -1.56230 0.13348 0.07
H -2.40983 -0.06472 -0.75549 0.09
H -1.83050 -0.03725 1.04100 0.10
H -0.02487 2.05655 0.03344 0.10



80
Properties=species:S:1:pos:R:3:lowdin_charge:R:1 method="wB97M-V/def2-TZVPD" gap_ev=8.9 smiles="COCCC[C@@H](N)OC(=O)CCCCl.COCCNCCOC.COCCNCCOC" charge=0 homo_ev=-8.2
C 3.42419 -4.01421 4.55194 -0.10
O 3.34381 -3.87778 3.14814 -0.21
C 4.50052 -3.28382 2.56680 -0.21
C 4.10322 -2.18967 1.58282 -0.15
C 4.00506 -0.79934 2.19034 -0.11
C 2.96813 -0.72102 3.32752 -0.40
N 3.47940 -0.23732 4.61193 0.09
O 1.94450 0.17322 2.94086 0.04
C 0.66157 -0.29019 2.93666 -0.43
O -0.11693 0.10071 2.06692 0.09
C 0.19672 -1.17282 4.07195 -0.09
C -0.54515 -2.41563 3.54837 -0.23
C 0.16647 -3.15778 2.42492 -0.56
Cl -0.57695 -2.88259 0.83029 0.64
H 4.24192 -4.67102 4.83744 0.09
H 2.48543 -4.43068 4.89395 0.09
H 3.55692 -3.04357 5.03140 0.08
H 5.14819 -2.88707 3.34635 0.12
H 5.03135 -4.06383 2.02678 0.12
H 4.83929 -2.17481 0.78394 0.12
H 3.16241 -2.48347 1.12462 0.12
H 3.69375 -0.11066 1.41008 0.10
H 4.97806 -0.46750 2.53682 0.12
H 2.58348 -1.72331 3.47355 0.10
H 4.43805 -0.53511 4.73506 0.07
H 3.52071 0.77164 4.52946 0.09
H 1.00869 -1.49872 4.71241 0.10
H -0.48656 -0.59784 4.68423 0.13
H -1.54588 -2.13797 3.24392 0.10
H -0.64808 -3.11276 4.37407 0.11
H 1.22088 -2.92168 2.35589 0.04
H 0.10010 -4.22470 2.59117 0.07
C -7.38468 1.92058 -0.79834 -0.12
O -6.24788 2.28478 -1.55306 -0.19
C -5.28039 3.04379 -0.83947 -0.22
C -4.01723 2.24769 -0.59340 -0.22
N -4.23830 1.17070 0.36082 -0.05
C -3.12806 0.22420 0.47995 -0.19
C -2.72259 -0.58012 -0.74709 -0.24
O -3.67203 -1.55028 -1.15766 -0.18
C -4.71235 -1.07344 -1.98575 -0.11
H -8.11800 1.51252 -1.49179 0.09
H -7.15589 1.15729 -0.04648 0.08
H -7.82407 2.78882 -0.29797 0.09
H -5.69611 3.41538 0.10174 0.12
H -5.02888 3.90821 -1.46066 0.12
H -3.25272 2.92040 -0.19222 0.12
H -3.66290 1.88326 -1.56730 0.11
H -5.07249 0.66401 0.09849 0.07
H -3.39411 -0.48798 1.26503 0.12
H -2.24966 0.76764 0.83898 0.10
H -1.82938 -1.13728 -0.47172 0.04
H -2.43857 0.05725 -1.59461 0.11
H -4.37281 -0.26766 -2.64184 0.09
H -5.57183 -0.72863 -1.40258 0.07
H -5.04809 -1.90642 -2.60459 0.09
C 0.99554 1.92507 -6.30198 -0.12
O 1.37839 2.91916 -5.37334 -0.19
C 0.34715 3.32834 -4.48459 -0.22
C 0.62021 2.87031 -3.06853 -0.22
N 0.50335 1.42440 -2.94221 -0.05
C 0.96467 0.87766 -1.66752 -0.19
C 2.42569 1.06086 -1.27510 -0.22
O 3.34905 0.33354 -2.06429 -0.18
C 3.74263 0.95526 -3.27214 -0.10
H 1.79982 1.83354 -7.02979 0.09
H 0.84467 0.94957 -5.82672 0.08
H 0.07925 2.20632 -6.82920 0.09
H -0.62722 2.96971 -4.82870 0.12
H 0.32663 4.42164 -4.49640 0.12
H -0.10767 3.34202 -2.40117 0.12
H 1.61668 3.23966 -2.79048 0.11
H 1.02091 0.98647 -3.69177 0.07
H 0.76533 -0.19642 -1.69128 0.12
H 0.33908 1.29355 -0.87112 0.12
H 2.53096 0.66455 -0.26177 0.10
H 2.71732 2.11742 -1.22736 0.12
H 3.77925 2.04334 -3.17581 0.09
H 3.08213 0.68631 -4.10121 0.07
H 4.74198 0.59431 -3.51656 0.09



27
Properties=species:S:1:pos:R:3:lowdin_charge:R:1 method="wB97M-V/def2-TZVPD" de_lowest_kj_mol=65.94 gap_ev=11.7 smiles=O.O.O.O.O.O.O.O.O charge=0 homo_ev=-11.3
H 1.12602 0.79070 -1.74179 0.04
H 2.29138 0.61716 -0.71572 0.04
H 0.81326 -1.43714 1.64988 0.03
H 1.02040 -1.08909 3.11816 0.04
H -0.74416 1.65248 1.64558 0.02
H -0.57734 0.32338 2.29748 0.00
H 1.75025 -1.53901 -0.12994 0.03
H 3.35651 -1.54690 -0.02048 0.05
H -0.59576 -1.47600 0.15751 0.02
H -0.05612 -1.50083 -1.23573 0.04
H -2.31291 -1.83786 1.25765 0.05
H -2.15412 -0.33628 1.28872 -0.01
H -1.32782 1.63082 -0.87870 0.04
H -2.12347 0.32410 -0.78032 0.01
H 0.71548 2.08711 -0.02395 0.01
H 0.24332 3.56551 0.16998 0.06
H 0.09654 -0.48178 -3.73555 0.05
H -0.75569 0.04544 -2.52964 0.03
O 1.73181 1.30429 -1.15153 -0.07
O 0.34991 -1.33659 2.51502 -0.03
O -1.27064 0.94509 2.06618 -0.06
O 2.56977 -1.11543 0.34515 -0.12
O 0.21470 -1.68417 -0.31811 -0.06
O -2.38303 -1.06870 0.71448 -0.04
O -1.92449 1.03531 -1.40241 -0.05
O -0.03583 2.65881 0.24198 -0.07
O -0.01795 -0.53041 -2.80390 -0.05



94
Properties=species:S:1:pos:R:3:lowdin_charge:R:1 method="wB97M-V/def2-TZVPD" de_lowest_kj_mol=0.00 gap_ev="8.1 / 4.8" multiplicity=2 charge=+1 s_squared=0.756 homo_ev="-10.4 / -10.4"
Y -0.49721 -0.19807 0.79352 1.49
C 3.28538 -0.43162 -2.03301 0.01
C 2.41849 -0.57409 -0.80954 -0.27
N 1.13433 -0.36150 -0.86520 -0.09
N 0.51610 -0.13486 -2.06425 -0.10
C 0.31565 -1.10545 -2.87470 -1.10
S 0.66946 -2.73793 -2.48552 0.85
S -0.53389 -0.63259 -4.35623 0.93
C 0.11565 -1.77686 -5.65498 -0.39
C 1.49554 -1.35986 -6.09199 -0.31
C 1.64467 -0.22725 -6.88940 -0.05
C 2.90457 0.22448 -7.24292 -0.07
C 4.03564 -0.44647 -6.79849 -0.08
C 3.89708 -1.58593 -6.02279 -0.08
C 2.63353 -2.04265 -5.67349 -0.06
C 3.03625 -0.96335 0.43743 -0.13
C 4.41480 -0.77109 0.64308 -0.04
C 5.06081 -1.31666 1.72199 -0.08
C 4.34202 -2.13399 2.60254 -0.06
C 2.98793 -2.30081 2.45729 -0.03
C 2.26749 -1.65634 1.42358 -0.34
O 0.96922 -1.73756 1.37027 -0.22
H 2.73865 -0.64687 -2.94596 0.05
H 3.64114 0.60013 -2.10285 0.11
H 4.14171 -1.09653 -1.97272 0.09
H 0.07003 -2.79517 -5.27463 0.06
H -0.60514 -1.66004 -6.46209 0.08
H 0.76431 0.30955 -7.22423 0.12
H 3.00374 1.10314 -7.86655 0.11
H 5.02027 -0.08311 -7.06141 0.11
H 4.77226 -2.12885 -5.68918 0.11
H 2.53536 -2.93875 -5.07895 0.10
H 4.97099 -0.16525 -0.06172 0.12
H 6.11456 -1.13430 1.87976 0.11
H 4.86155 -2.63423 3.40987 0.11
H 2.42970 -2.92011 3.14845 0.12
C 1.00139 3.05182 -1.04059 -0.02
C 0.79087 3.01076 0.47063 -0.68
C 0.33368 4.39998 0.92764 -0.07
C 2.07518 2.62045 1.19982 -0.01
O -0.23032 2.02939 0.75743 -0.45
Ge -1.22142 2.20138 2.48173 1.12
O -0.40708 0.45297 2.94803 -0.45
C -0.28050 -0.02858 4.29460 -0.67
C -0.99162 0.90315 5.27485 -0.07
C 1.20228 -0.09782 4.64080 -0.01
C -0.91339 -1.41668 4.36664 -0.02
O -2.59823 1.16029 1.59591 -0.41
C -3.99347 1.43011 1.77745 -0.69
C -4.21721 2.65348 2.67021 -0.08
C -4.64790 1.70705 0.41852 -0.03
C -4.63979 0.21603 2.44484 -0.02
H 1.76540 3.78843 -1.28937 0.09
H 0.07063 3.34020 -1.53248 0.09
H 1.30967 2.08441 -1.42807 0.05
H 0.96967 5.16588 0.48642 0.09
H 0.37658 4.50079 2.01302 0.06
H -0.69499 4.57261 0.60341 0.09
H 2.88345 3.31452 0.96900 0.10
H 2.38560 1.61387 0.91556 0.07
H 1.90455 2.63040 2.27927 0.08
H -0.53926 1.89622 5.26093 0.07
H -0.91879 0.50409 6.28547 0.10
H -2.04993 0.99811 5.01365 0.07
H 1.63162 0.90584 4.64602 0.09
H 1.73138 -0.69134 3.90064 0.06
H 1.34953 -0.54819 5.62306 0.10
H -1.97652 -1.35298 4.11841 0.08
H -0.82310 -1.82607 5.37270 0.10
H -0.40860 -2.09219 3.67356 0.07
H -3.75045 3.53701 2.22908 0.08
H -3.78413 2.49042 3.65990 0.07
H -5.28230 2.84703 2.78705 0.10
H -4.07224 2.46446 -0.11720 0.10
H -5.66097 2.08349 0.55867 0.10
H -4.72158 0.80493 -0.19434 0.07
H -4.17374 0.03583 3.41571 0.08
H -4.51984 -0.67688 1.83025 0.06
H -5.70593 0.38529 2.59849 0.10
N -2.13820 -0.09086 -1.00789 -0.03
C -2.88390 -1.17690 -1.68365 -0.24
C -3.53447 -2.15090 -0.71047 -0.17
C -2.52417 -2.99479 0.05805 -0.22
N -1.84364 -2.21231 1.11550 -0.03
H -2.80695 0.50057 -0.51917 0.04
H -1.74683 0.49869 -1.73958 0.08
H -2.18866 -1.73617 -2.30485 0.06
H -3.64762 -0.76166 -2.34692 0.12
H -4.17180 -2.82072 -1.28926 0.12
H -4.17741 -1.61388 -0.00833 0.09
H -1.76494 -3.36851 -0.63041 0.09
H -3.02781 -3.86135 0.49330 0.12
H -1.14753 -2.82069 1.54241 0.08
H -2.52690 -1.99969 1.83894 0.08



20
Properties=species:S:1:pos:R:3:lowdin_charge:R:1 method="wB97M-V/def2-TZVPD" de_lowest_kj_mol=262.74 gap_ev=9.5 smiles=CN[C@H](C)CO.O charge=0 homo_ev=-8.7
C -0.42934 0.32061 -1.52471 -0.12
N -1.10058 0.85208 -0.33067 -0.15
C 0.93933 1.52409 0.84789 -0.08
C -0.41822 0.82898 0.96002 -0.41
C -0.35161 -0.58165 1.53061 -0.30
O -1.43566 -1.44120 1.70977 -0.08
H -1.08165 0.59476 -2.39186 0.09
H -0.49016 -0.72824 -1.36908 0.04
H 0.52435 0.83167 -1.80027 0.08
H -1.77538 1.67693 -0.51233 0.15
H 1.32240 1.76433 1.79177 0.05
H 0.81691 2.57373 0.28121 0.13
H 1.65103 1.15698 0.18078 0.03
H -1.07292 1.56404 1.66799 0.18
H 0.47380 -1.10115 0.90827 0.12
H 0.10317 -0.75226 2.57302 0.14
H -2.05552 -1.23651 0.93697 0.12
H 2.17826 -2.46959 -1.75595 -0.08
H 0.76439 -2.82884 -1.54411 0.04
O 1.43739 -2.54877 -2.15931 0.04



43
Properties=species:S:1:pos:R:3:lowdin_charge:R:1 method="wB97M-V/def2-TZVPD" de_lowest_kj_mol=400.58 gap_ev=8.9 smiles="[H]/N=C(/N)NCCC[C@H](NC(=O)[C@@H](N)Cc1c[nH]cn1)C(=O)O" charge=0 homo_ev=-8.2
C -0.37269 -2.18826 0.82572 -0.26
C 0.43018 -1.42230 -0.20326 -0.38
C -1.82281 -2.65015 0.66028 -0.10
C -2.76641 -1.55762 0.13477 -0.27
C -3.70047 -1.71790 -0.88554 -0.13
C -3.23667 0.31209 -0.69807 -0.16
C 2.53510 -0.15796 -0.67248 -0.21
C 3.84971 -0.56346 0.11438 -0.43
C 2.57535 1.31363 -0.88749 -0.15
C 1.36173 1.89341 -1.66926 -0.16
C -0.05954 1.85317 -1.14775 -0.20
C -1.13273 2.57919 1.02158 -0.51
H -0.78909 -1.66396 2.86100 0.05
H -0.57410 -0.35193 1.93355 -0.01
H 0.19447 -3.10184 0.79036 0.13
H -1.73002 -3.53906 0.02721 0.11
H -2.20258 -2.96046 1.70030 0.13
H -3.91525 -2.72578 -1.32131 0.14
H -3.25401 1.31603 -1.02505 0.10
H -4.77847 -0.36933 -2.10063 0.17
H 2.07436 -0.80314 1.09499 0.10
H 2.33750 -0.76068 -1.68014 0.19
H 3.46336 1.49381 -1.50294 0.13
H 2.89128 1.81684 -0.02116 0.10
H 1.65225 2.84595 -2.12271 0.11
H 1.38708 1.40495 -2.68015 0.12
H -0.77697 2.39060 -1.83329 0.13
H -0.48075 0.94820 -0.85336 0.05
H 0.02790 3.63646 -0.40479 0.10
H -2.08256 4.25052 0.62373 0.03
H -1.22944 1.42631 2.73158 0.11
H 0.26380 1.55199 2.13819 0.13
H 5.51293 -1.60925 -0.04389 0.17
N -0.24757 -1.30677 2.10022 0.04
N -2.35078 -0.27200 0.11084 0.12
N -4.04702 -0.56714 -1.41102 0.07
N 1.50847 -0.66622 0.29256 0.12
N -0.10976 2.75152 0.03462 -0.01
N -2.08153 3.41866 1.19279 0.12
N -0.74121 1.44025 1.80904 0.05
O 0.18984 -1.54352 -1.44590 0.02
O 4.13268 -0.28095 1.25921 0.10
O 4.74367 -1.29398 -0.65982 0.06